Density functional theory data (ωB97M-V/def2-TZVPD) for 5 unconnected molecules or ions with the total composition C26H50F9NO12S.

Its molecular weight is 771.73 Da. For the HOMO energy, the calculation gives -9.19 eV. Its SMILES is N#CO[C@H]1OC(=O)O[C@H]1CCCCC(F)(F)C(F)(F)S(F)(F)(F)(F)F.COCCOC.COCCOC.COCCOC.COCCOC. Its LUMO energy is 0.1 eV. For the HOMO-LUMO gap, the calculation gives 9.33 eV. The relative energy (zero: lowest compared OMol25 entry of this formula, charge and spin) comes out at 19.4 kcal per mole.

```
99
Properties=species:S:1:pos:R:3:forces:R:3:mulliken_charge:R:1
N 3.411 -5.134 5.840 1.0 -0.8 3.3 -0.42
C 3.156 -5.184 4.744 -1.6 1.8 -3.6 0.43
O 2.752 -4.811 3.546 0.4 -0.6 0.0 -0.18
C 3.869 -4.711 2.639 0.2 0.2 -0.8 0.01
O 3.449 -5.122 1.366 0.4 -0.2 0.3 -0.42
C 3.969 -4.271 0.385 -0.9 1.0 4.3 0.56
O 4.186 -4.596 -0.688 0.4 -0.6 -3.4 -0.44
O 4.179 -3.047 0.968 0.1 -0.4 -0.1 -0.41
C 4.437 -3.270 2.349 0.9 -0.7 1.6 0.16
C 4.047 -2.131 3.338 0.2 0.3 -0.4 -0.95
C 3.259 -0.965 2.677 -0.7 -0.1 0.3 -0.95
C 1.847 -1.428 2.122 1.2 -0.1 1.2 0.17
C 0.840 -1.251 3.292 -0.3 0.7 -0.6 -1.64
C -0.652 -1.544 2.895 3.2 0.6 1.0 1.13
F -1.399 -0.982 3.883 -0.5 -0.5 -0.7 -0.28
F -0.829 -0.915 1.707 -1.1 -0.5 0.4 -0.22
C -0.843 -3.083 2.791 0.0 -0.5 -0.5 0.66
F -0.219 -3.741 3.778 -0.4 0.8 0.4 -0.32
F -0.268 -3.536 1.668 -0.1 0.6 0.0 -0.34
S -2.633 -3.691 2.774 -1.3 -2.4 -0.6 1.21
F -2.484 -4.229 1.250 -0.2 0.7 0.7 -0.32
F -3.210 -2.298 2.226 0.6 -0.5 0.6 -0.14
F -2.862 -3.311 4.312 0.3 0.5 -0.8 -0.32
F -2.112 -5.156 3.249 -0.4 0.8 -0.2 -0.34
F -4.132 -4.265 2.751 0.8 0.4 0.1 -0.30
H 4.648 -5.385 3.055 -0.4 0.4 -0.4 0.47
H 5.529 -3.462 2.463 -0.5 0.5 -0.3 0.57
H 3.495 -2.538 4.213 0.2 0.1 -0.7 0.28
H 5.002 -1.749 3.757 -0.6 -0.1 -0.3 0.41
H 3.046 -0.225 3.482 0.4 -0.3 -0.5 0.51
H 3.854 -0.443 1.902 -0.3 -0.5 0.4 0.29
H 1.595 -0.810 1.240 -0.1 -0.6 0.4 0.31
H 1.967 -2.500 1.880 -0.4 0.6 -0.3 0.07
H 1.132 -1.766 4.226 -0.2 0.0 -0.6 0.32
H 0.838 -0.165 3.541 -0.2 -0.6 -0.1 0.46
C 3.217 1.221 -1.696 0.0 -0.1 0.1 -0.79
O 1.955 1.071 -1.064 0.1 0.2 -0.1 -0.21
C 1.377 2.319 -0.697 -0.3 -0.4 0.1 -0.47
C 0.295 2.738 -1.674 0.2 0.4 0.0 -0.70
O 0.839 3.038 -2.954 -0.1 -0.3 0.0 -0.22
C 0.639 1.990 -3.890 0.0 0.1 -0.1 -0.84
H 3.490 0.263 -2.136 -0.1 0.0 0.1 0.36
H 3.187 1.974 -2.488 0.0 0.0 0.0 0.21
H 3.976 1.497 -0.956 0.1 0.1 -0.1 0.30
H 2.146 3.094 -0.608 0.0 0.0 -0.1 0.31
H 0.923 2.182 0.290 0.0 0.1 0.0 0.47
H -0.175 3.655 -1.303 0.0 0.0 0.0 0.32
H -0.481 1.970 -1.750 0.1 0.0 0.0 0.41
H -0.410 1.960 -4.201 0.0 -0.1 0.0 0.30
H 0.927 1.020 -3.478 0.0 0.0 0.0 0.34
H 1.258 2.195 -4.764 0.0 0.1 0.0 0.25
C 5.289 5.091 -2.589 0.0 0.0 -0.2 -0.66
O 4.383 5.429 -3.624 0.0 0.0 0.3 -0.44
C 3.021 5.286 -3.228 0.1 0.2 -0.5 0.16
C 2.396 6.629 -2.903 -0.1 -0.2 0.4 -0.61
O 2.976 7.204 -1.736 0.2 0.1 -0.2 -0.40
C 3.910 8.227 -2.038 -0.1 0.0 0.1 -0.74
H 6.282 5.427 -2.886 0.0 0.0 -0.1 0.27
H 5.025 5.573 -1.645 0.0 0.0 0.0 0.31
H 5.313 4.004 -2.452 0.0 0.0 0.1 0.25
H 2.930 4.598 -2.384 0.0 0.1 0.0 -0.01
H 2.487 4.848 -4.076 -0.1 0.0 0.1 0.23
H 1.334 6.478 -2.689 0.0 0.0 -0.1 0.41
H 2.475 7.312 -3.755 0.1 0.0 0.0 0.32
H 3.386 9.127 -2.377 0.1 0.0 -0.1 0.31
H 4.625 7.910 -2.802 0.0 0.0 0.0 0.34
H 4.458 8.464 -1.126 -0.1 0.0 0.0 0.25
C -5.624 1.431 0.620 -0.1 -0.1 0.1 -0.65
O -5.504 1.170 2.009 0.2 0.1 -0.2 -0.45
C -4.267 0.552 2.344 -0.3 0.2 0.4 -0.07
C -3.295 1.553 2.940 0.3 -0.2 -0.3 -0.40
O -2.883 2.517 1.975 -0.2 0.1 0.1 -0.25
C -3.548 3.760 2.128 0.1 0.0 -0.1 -0.83
H -6.480 2.088 0.473 0.0 0.0 0.1 0.26
H -4.733 1.922 0.221 0.0 0.0 0.0 0.27
H -5.802 0.496 0.077 0.0 0.0 -0.1 0.29
H -3.831 0.052 1.474 0.0 0.1 0.0 0.16
H -4.488 -0.214 3.094 0.1 0.0 0.0 0.26
H -2.396 1.022 3.260 0.0 0.0 0.0 0.18
H -3.728 2.041 3.819 -0.1 0.0 -0.1 0.36
H -3.162 4.287 3.006 -0.1 0.1 0.0 0.32
H -4.629 3.632 2.223 0.0 0.0 0.0 0.34
H -3.345 4.363 1.242 0.1 -0.1 0.0 0.23
C -4.595 -5.851 -3.476 0.1 -0.1 -0.1 -0.71
O -3.710 -4.930 -4.092 -0.2 0.0 0.1 -0.37
C -4.379 -3.779 -4.593 0.5 0.0 -0.1 -0.51
C -4.201 -2.588 -3.668 -0.5 0.0 0.0 -0.48
O -4.866 -2.790 -2.428 0.2 -0.1 0.0 -0.40
C -3.978 -3.153 -1.384 -0.1 0.0 0.0 -0.84
H -3.996 -6.583 -2.935 0.1 0.0 -0.1 0.25
H -5.266 -5.358 -2.769 0.0 0.0 0.0 0.31
H -5.183 -6.373 -4.238 -0.1 0.0 0.1 0.33
H -5.440 -3.986 -4.762 0.0 0.0 0.1 0.33
H -3.924 -3.542 -5.560 0.0 0.0 0.0 0.37
H -4.658 -1.710 -4.136 0.0 0.0 0.0 0.39
H -3.139 -2.373 -3.511 0.0 -0.1 0.0 0.31
H -3.388 -2.284 -1.073 0.1 -0.1 0.0 0.36
H -3.307 -3.961 -1.686 0.0 0.0 0.0 0.42
H -4.572 -3.494 -0.536 -0.1 0.1 -0.1 0.23
```
Forces are in eV/Å.


Density functional theory data (ωB97M-V/def2-TZVPD) for a gas-phase ion, C26H50FN3O2PS (charge +1).

Its molecular weight is 518.74 Da. For the HOMO energy, the calculation gives -11.52 eV. Its SMILES is C#C[C@]1(CCCCNC(C)=O)N[C@@](CCO)([C@@H](C)CC)[C@](CCCS)(P(C)CC)[N@H+](F)[C@@H]1CC. Its LUMO energy is -2.8 eV. For the HOMO-LUMO gap, the calculation gives 8.70 eV. As for the charge: +1.

```
84
Properties=species:S:1:pos:R:3:forces:R:3:mulliken_charge:R:1
C 0.187 2.699 3.144 -0.3 -0.8 0.1 0.05
C -0.005 2.258 2.030 2.1 -0.2 -0.4 -2.28
C 0.164 1.664 0.593 -2.1 1.7 1.3 2.31
C -0.807 2.650 -0.228 0.4 0.0 -0.4 -0.85
C -2.324 2.400 -0.135 -0.9 0.6 0.1 -0.54
C -3.069 2.871 1.166 -0.7 -1.2 -0.1 -0.67
C -4.558 2.356 1.041 0.5 0.4 0.1 -0.57
N -4.633 0.898 1.313 -0.2 0.1 -0.2 -0.21
C -5.626 0.215 0.517 -0.6 -1.4 -0.6 0.35
C -5.331 -0.187 -0.975 0.2 -0.1 0.5 -0.53
O -6.702 -0.101 0.965 0.9 0.7 0.0 -0.50
N -0.308 0.305 0.675 0.5 -0.5 -1.0 0.61
C 0.627 -0.822 0.436 -0.3 1.4 2.4 1.61
C 1.578 -0.794 1.742 -0.1 -0.2 0.4 -0.02
C 1.824 -2.128 2.512 1.2 -0.5 0.2 -1.13
O 3.070 -1.956 3.254 -0.3 -0.1 -0.4 -0.62
C -0.285 -2.088 0.568 -2.1 -1.4 -0.9 -0.37
C -1.227 -2.029 1.856 1.3 1.3 0.8 -1.49
C -1.352 -2.354 -0.598 -0.3 -1.2 0.2 0.87
C -2.467 -3.414 -0.182 -0.3 0.6 -0.3 -1.45
C 1.448 -0.554 -0.857 0.0 -2.5 -1.8 1.38
C 0.725 -0.768 -2.275 0.0 0.5 0.0 -2.44
C -0.564 0.052 -2.588 -1.0 0.3 -1.5 -0.12
C -0.313 1.183 -3.675 1.1 -1.1 -0.4 -0.93
S -1.841 1.601 -4.606 0.3 0.2 0.0 -0.21
P 2.960 -1.732 -1.253 0.5 -1.0 -0.7 -0.24
C 2.291 -3.507 -1.379 0.7 0.3 0.4 -1.10
C 4.196 -2.016 0.089 1.1 -0.7 0.9 -0.28
C 5.111 -0.867 0.613 0.8 -0.2 0.5 -1.15
N 1.996 0.867 -1.027 -1.0 0.3 0.3 0.92
F 3.366 0.845 -1.242 0.1 0.5 0.5 -0.25
C 1.610 1.909 -0.007 0.6 1.8 1.5 -1.45
C 2.785 2.280 0.959 1.9 0.6 -0.6 -0.23
C 3.666 3.450 0.317 -0.6 -0.1 0.9 -1.35
H 0.327 2.829 4.221 -0.3 0.3 -1.0 0.48
H -0.505 2.692 -1.308 -0.3 -0.3 0.8 0.57
H -0.581 3.675 0.167 -0.2 -0.8 -0.3 0.67
H -2.667 1.346 -0.325 0.7 0.7 0.0 -0.57
H -2.807 2.981 -0.968 0.5 -0.5 0.6 0.45
H -2.687 2.379 2.098 0.0 0.5 -0.8 0.28
H -3.029 3.972 1.314 0.0 -0.7 -0.2 0.35
H -4.945 2.532 0.000 0.2 0.3 0.9 0.26
H -5.165 2.886 1.807 0.1 -0.3 -0.7 0.47
H -3.724 0.440 1.277 -0.3 0.2 -0.3 0.11
H -5.860 -1.133 -1.242 0.3 0.8 0.5 0.32
H -4.243 -0.363 -1.148 -0.7 0.5 -0.1 -0.06
H -5.751 0.619 -1.619 0.6 -0.5 0.3 0.30
H -1.251 0.131 0.353 0.3 0.3 -0.2 -0.50
H 1.116 -0.114 2.502 0.3 -0.4 -0.9 0.37
H 2.581 -0.368 1.533 -0.6 -0.4 -0.1 -0.97
H 1.993 -3.019 1.855 -0.6 0.8 0.3 0.55
H 1.056 -2.367 3.286 0.3 0.2 -0.9 0.25
H 3.642 -2.712 3.058 -0.2 0.3 0.3 0.39
H 0.256 -3.065 0.579 0.1 1.1 0.2 0.66
H -0.752 -1.443 2.685 -0.3 -0.5 -0.7 0.53
H -2.165 -1.458 1.646 0.6 -0.8 0.1 0.16
H -1.411 -3.033 2.287 -0.2 0.6 -0.6 0.33
H -0.883 -2.872 -1.473 -0.2 1.0 0.5 0.14
H -1.920 -1.441 -0.884 0.7 -0.5 -0.1 -0.85
H -2.067 -4.228 0.459 -0.3 0.5 -0.5 0.34
H -3.324 -2.914 0.336 0.8 -0.5 -0.2 0.33
H -2.915 -3.848 -1.112 0.5 0.2 0.8 0.42
H 0.520 -1.834 -2.487 0.2 0.7 0.6 0.02
H 1.489 -0.498 -3.057 -0.5 -0.2 0.7 1.17
H -1.279 -0.637 -3.112 0.6 0.5 0.6 0.68
H -1.143 0.456 -1.737 0.7 -0.3 -0.3 -0.29
H 0.381 0.710 -4.418 -0.6 0.5 0.5 0.50
H 0.235 2.067 -3.268 -0.6 -0.3 -0.2 0.29
H -1.349 1.765 -5.879 0.0 -0.1 0.9 0.19
H 1.931 -3.901 -0.406 -0.1 0.1 -0.8 0.25
H 3.217 -4.091 -1.624 -0.7 0.6 0.2 0.47
H 1.607 -3.645 -2.238 0.2 0.1 0.7 0.35
H 4.922 -2.720 -0.413 -0.9 0.6 0.0 0.52
H 3.868 -2.646 0.956 -0.1 0.7 -0.7 0.21
H 5.421 -0.116 -0.154 -0.6 -0.5 0.5 0.21
H 6.077 -1.343 0.931 -0.8 0.4 -0.2 0.49
H 4.739 -0.383 1.552 0.0 -0.2 -1.0 0.21
H 1.696 1.275 -1.928 -0.2 -0.7 0.2 0.74
H 1.520 2.864 -0.590 -0.1 -1.0 0.2 0.83
H 2.506 2.672 1.952 -0.6 -0.6 -0.7 0.58
H 3.535 1.474 1.126 -0.9 0.2 -0.1 -0.42
H 4.282 3.846 1.163 -0.2 -0.3 -1.0 0.44
H 4.301 3.086 -0.519 -0.4 0.4 0.6 0.28
H 3.015 4.308 0.005 0.5 -0.8 0.0 0.37
```
Forces are in eV/Å.